[1]
{
  "formula": "C2HI",
  "method": "ωB97M-V/def2-TZVPD",
  "total_energy_ha": -374.38707,
  "lumo_ev": -0.7,
  "max_force_ev_per_a": 9.34,
  "relative_energy_ev": 0.733,
  "orbital_gap_ha": 0.3444,
  "e_homo_ev": -10.0,
  "smiles": "C#CI",
  "species": ["C", "C", "I", "H"],
  "positions_angstrom": [[0.110, -0.693, -0.533], [-0.200, 0.204, 0.117], [-0.309, 1.818, 1.667], [0.399, -1.330, -1.250]],
  "atomic_forces_ev_per_a": [[0.720, -2.343, -1.847], [-1.471, 6.897, 6.126], [0.007, -2.370, -2.346], [0.744, -2.184, -1.932]]
}

[2]
{
  "formula": "C2HI2N3O",
  "method": "ωB97M-V/def2-TZVPD",
  "total_energy_ha": -910.83214,
  "lumo_ev": -10.4,
  "max_force_ev_per_a": 1.88,
  "relative_energy_ev": 0.000,
  "total_charge": 2,
  "orbital_gap_ha": 0.2948,
  "e_homo_ev": -18.4,
  "species": ["C", "C", "N", "N", "N", "O", "I", "I", "H"],
  "positions_angstrom": [[-1.192, -2.623, 1.820], [0.757, 1.946, -0.866], [0.301, 0.343, 0.135], [1.148, 0.656, -1.039], [0.100, 1.542, 0.402], [-0.641, -1.818, 2.361], [-2.423, -3.786, 0.904], [0.774, 3.671, -1.889], [1.175, 0.068, -1.829]],
  "atomic_forces_ev_per_a": [[-0.426, 0.435, 0.212], [0.582, -0.751, -0.633], [0.242, 1.022, 0.007], [-0.510, 1.633, 0.783], [-0.612, -0.067, 0.649], [0.623, 0.076, 0.239], [-0.309, -0.702, -0.307], [0.025, -1.006, 0.577], [0.385, -0.640, -1.528]]
}

[3]
{
  "formula": "C2HIN2O2",
  "method": "ωB97M-V/def2-TZVPD",
  "total_energy_ha": -634.27535,
  "lumo_ev": -0.6,
  "max_force_ev_per_a": 6.32,
  "relative_energy_ev": 4.018,
  "orbital_gap_ha": 0.2739,
  "e_homo_ev": -8.1,
  "species": ["C", "C", "N", "N", "O", "O", "I", "H"],
  "positions_angstrom": [[2.215, 0.462, -0.166], [-1.609, -1.052, 0.855], [1.826, -0.465, -0.714], [-1.647, 0.595, -0.996], [-1.787, -1.662, 1.867], [-1.408, -0.437, -0.138], [3.140, 1.937, 0.902], [-0.730, 0.622, -1.608]],
  "atomic_forces_ev_per_a": [[0.918, 0.968, 0.894], [-0.246, 0.419, 0.349], [-0.428, -0.336, -0.314], [0.791, 3.305, -3.588], [0.466, 1.375, -2.695], [1.064, -4.563, 4.242], [-0.550, -0.630, -0.560], [-2.013, -0.538, 1.672]]
}

[4]
{
  "formula": "C2HIN2O2",
  "method": "ωB97M-V/def2-TZVPD",
  "total_energy_ha": -634.16799,
  "lumo_ev": [-4.7, -4.7],
  "max_force_ev_per_a": 5.47,
  "relative_energy_ev": 6.940,
  "orbital_gap_ha": [0.2020, 0.2021],
  "e_homo_ev": [-10.2, -10.2],
  "species": ["C", "C", "N", "N", "O", "O", "I", "H"],
  "positions_angstrom": [[1.026, 1.937, -0.551], [-0.183, -0.341, 0.676], [0.899, 3.006, -0.988], [-0.091, -1.459, -0.183], [0.973, -2.065, -0.037], [-1.082, -1.872, -0.766], [-2.085, 0.481, 0.621], [0.543, 0.314, 1.227]],
  "atomic_forces_ev_per_a": [[-0.731, -0.988, 0.437], [-2.213, 4.997, -0.331], [0.126, -0.258, 0.106], [1.106, -2.866, 0.390], [-0.491, 0.491, -0.566], [1.066, 0.633, 0.014], [1.048, -0.323, 0.546], [0.089, -1.687, -0.596]]
}